Record 1
Molecular formula: C7H9NO
Method: DFT, ωB97M-V/def2-TZVPD

Its SMILES is C=C1C(=O)[C@H]2C[C@@H]1N2C. As for the charge: 0. For the energy above the lowest of the compared OMol25 structures with the same formula, charge and spin, the calculation gives 654.2 kJ/mol. The highest occupied orbital energy is -9.186 eV. The calculation puts the LUMO energy at 0.00350 Eh.

Last column: Mulliken charge in e.
Element x y z (Å)
C (-0.121, -1.704, -2.204)  -0.925
C (0.160, -1.024, -1.062)  0.589
C (0.660, -1.542, 0.324)  0.236
O (0.801, -2.610, 1.025)  -0.635
C (0.299, -0.366, 1.102)  0.028
C (1.185, 0.678, 0.382)  -0.662
C (0.192, 0.453, -0.788)  -0.212
N (-0.925, 0.176, 0.366)  -0.305
C (-1.172, 1.538, 1.038)  -1.037
H (-0.683, -0.983, -3.009)  0.138
H (-0.336, -2.781, -2.596)  0.306
H (0.557, -0.504, 2.210)  0.403
H (2.294, 0.555, 0.074)  0.299
H (1.117, 1.536, 1.164)  0.242
H (-0.026, 0.874, -1.748)  0.465
H (-1.983, 2.100, 0.588)  0.376
H (-0.583, 2.371, 0.993)  0.437
H (-1.438, 1.234, 2.140)  0.256

Record 2
Molecular formula: C7H9NO2S
Method: DFT, ωB97M-V/def2-TZVPD

As for the charge: 0. For the energy above the lowest of the compared OMol25 structures with the same formula, charge and spin, the calculation gives 543.1 kJ/mol. The highest occupied orbital energy is -9.493 eV. The calculation puts the LUMO energy at -0.04426 Eh.

Last column: Mulliken charge in e.
Element x y z (Å)
C (0.985, -0.118, 0.752)  -1.927
C (0.380, 0.992, 0.151)  1.645
C (-0.489, 1.900, 0.748)  -0.631
C (-0.841, 3.045, -0.039)  -0.188
C (-0.789, 2.966, -1.351)  -0.400
C (-0.117, 1.883, -1.981)  -0.505
C (0.662, 0.937, -1.210)  -0.548
H (-0.790, -0.606, 2.233)  0.374
H (-2.123, -1.397, 0.354)  0.307
H (1.877, -0.363, 0.340)  0.461
H (0.881, 0.002, 1.862)  0.562
H (-0.561, 2.208, 1.897)  0.155
H (-1.059, 4.006, 0.616)  0.221
H (-1.063, 3.795, -2.009)  0.319
H (-0.197, 1.905, -3.055)  0.369
H (1.147, 0.238, -1.814)  0.424
N (-1.337, -1.717, 1.129)  -0.597
O (0.130, -2.097, -0.975)  -0.585
O (1.001, -2.691, 1.257)  -0.609
S (0.216, -1.819, 0.437)  1.153

Record 3
Molecular formula: C7H9NO4
Method: DFT, ωB97M-V/def2-TZVPD

Its SMILES is [H]/N=C(/C(=O)O)c1ccco1.CO. As for the charge: 0. For the energy above the lowest of the compared OMol25 structures with the same formula, charge and spin, the calculation gives 160.3 kJ/mol. The highest occupied orbital energy is -9.070 eV. The calculation puts the LUMO energy at 0.00151 Eh.

Last column: Mulliken charge in e.
Element x y z (Å)
H (-1.275, -0.517, 1.987)  0.266
N (-1.733, -0.551, 1.052)  -0.832
C (-1.186, 0.062, 0.075)  0.355
C (-1.895, -0.372, -1.251)  0.488
O (-1.577, -0.077, -2.388)  -0.606
O (-2.961, -1.088, -0.940)  -0.533
C (-0.150, 1.069, 0.310)  0.763
C (0.676, 1.676, -0.591)  -0.175
C (1.480, 2.586, 0.150)  -0.458
C (1.042, 2.468, 1.442)  -0.483
O (0.041, 1.511, 1.547)  -0.387
H (-3.007, -1.364, 0.015)  0.417
H (0.852, 1.133, -1.536)  0.301
H (2.358, 3.141, -0.158)  0.405
H (1.278, 3.130, 2.253)  0.432
C (1.125, -2.274, 0.027)  -0.680
O (0.392, -1.628, -1.015)  -0.385
H (0.348, -2.252, 0.840)  0.212
H (1.967, -1.773, 0.390)  0.285
H (1.313, -3.221, -0.400)  0.334
H (0.911, -1.660, -1.807)  0.280

Record 4
Molecular formula: C7H9NOS2
Method: DFT, ωB97M-V/def2-TZVPD

As for the charge: 0. For the energy above the lowest of the compared OMol25 structures with the same formula, charge and spin, the calculation gives 464.9 kJ/mol. The highest occupied orbital energy (alpha / beta) is -7.301 / -7.305 eV. The calculation puts the LUMO energy (alpha / beta) at -0.01041 / -0.01030 Eh.

Last column: Mulliken charge in e.
Element x y z (Å)
C (-0.345, 0.067, 0.078)  0.352
C (1.102, -1.504, 0.079)  0.036
C (-1.408, -1.959, -0.024)  0.524
C (0.158, 1.408, 0.317)  -0.423
C (1.381, 1.620, -0.450)  -0.575
C (2.558, 0.795, 0.196)  -0.994
C (-2.605, -2.846, -0.104)  -1.233
N (-1.367, -0.636, -0.036)  -0.552
O (3.649, -1.646, 0.465)  -0.597
S (0.163, -2.767, -0.012)  -0.177
S (2.736, -0.962, -0.425)  0.469
H (-0.600, 2.066, -0.164)  0.270
H (0.273, 1.491, 1.414)  0.262
H (1.133, 1.298, -1.530)  0.313
H (1.522, 2.728, -0.582)  0.364
H (3.462, 1.215, 0.021)  0.485
H (2.617, 0.553, 1.252)  0.440
H (-3.535, -2.296, -0.382)  0.305
H (-2.472, -3.680, -0.767)  0.350
H (-2.654, -3.302, 0.767)  0.382